[1]
Entry from the OMol25 dataset: a 12-piece molecular cluster, C36H72O18 overall at a distorted geometry (ωB97M-V/def2-TZVPD).

Element x y z (Å)
C -23.0350 -25.5988 26.8334
O -22.9052 -25.9950 25.5348
C -21.7220 -26.4070 25.1018
O -20.6306 -26.0399 25.5709
O -21.7940 -27.1552 23.9943
C -20.5501 -27.4608 23.2682
H -22.3481 -24.7990 27.1103
H -22.6574 -26.3561 27.5205
H -24.0624 -25.2945 27.0337
H -20.7995 -27.8145 22.2678
H -19.9695 -28.2529 23.7409
H -19.9693 -26.5384 23.2607
C -22.1657 -32.9068 34.4944
O -21.2331 -33.9353 34.6708
C -21.5007 -35.1476 34.2826
O -22.4334 -35.4195 33.6042
O -20.4971 -35.9428 34.6129
C -20.3718 -37.3329 34.3818
H -22.3098 -32.4822 33.5009
H -21.7861 -32.0411 35.0372
H -23.1544 -33.2403 34.8097
H -20.6323 -37.6507 33.3723
H -21.0411 -37.7971 35.1061
H -19.3799 -37.6787 34.6728
C -25.2245 -24.4156 36.3629
O -24.9687 -24.1602 34.9075
C -25.4115 -25.0358 33.9145
O -26.0703 -26.0374 34.0945
O -24.9746 -24.6095 32.7743
C -25.2486 -25.1880 31.5423
H -25.5486 -25.3822 36.7486
H -25.7537 -23.5270 36.7070
H -24.3349 -24.4006 36.9926
H -24.7643 -24.6210 30.7473
H -26.3228 -25.2919 31.3901
H -24.9116 -26.2233 31.4891
C -17.3528 -33.3538 32.9044
C -17.7943 -31.9715 32.4375
O -18.2821 -31.1690 33.2124
C -17.7119 -31.6647 30.9363
H -17.4610 -33.3805 33.9887
H -16.3857 -33.7501 32.5948
H -18.1940 -33.9523 32.5548
H -18.3892 -32.3957 30.4946
H -16.7288 -31.7748 30.4786
H -18.0784 -30.6832 30.6357
C -19.6617 -27.6747 32.5743
C -19.1872 -26.3552 33.1310
O -19.9004 -25.3486 32.9786
C -17.9087 -26.4190 33.8723
H -18.9255 -27.9845 31.8326
H -20.6702 -27.5421 32.1827
H -19.5732 -28.3895 33.3924
H -17.8480 -25.4459 34.3596
H -17.0694 -26.4570 33.1779
H -17.8685 -27.1920 34.6398
C -25.4502 -29.3244 32.9510
C -26.3588 -29.0117 31.7808
O -26.4710 -27.9557 31.2350
C -27.0304 -30.2176 31.1214
H -25.9167 -29.5854 33.9009
H -25.0860 -28.3350 33.2279
H -24.5580 -29.9277 32.7838
H -26.9877 -31.0778 31.7894
H -26.6014 -30.3904 30.1343
H -28.1161 -30.1274 31.1557
C -20.9217 -31.3462 27.3679
C -19.6452 -30.5707 27.4149
O -18.6905 -30.8329 28.1457
C -19.7018 -29.2822 26.6364
H -21.7871 -30.7734 27.0348
H -21.0484 -32.0013 28.2299
H -20.7565 -32.0329 26.5377
H -20.3402 -28.4776 27.0012
H -19.9550 -29.4226 25.5855
H -18.6428 -29.0425 26.5412
C -24.5938 -29.0822 26.4096
C -25.9953 -28.6514 26.3347
O -26.5400 -28.3698 25.2711
C -26.6937 -28.8610 27.6617
H -24.1342 -28.7500 27.3405
H -24.1241 -28.5944 25.5554
H -24.5181 -30.1577 26.2498
H -26.1313 -28.5239 28.5324
H -26.9066 -29.8922 27.9437
H -27.6940 -28.4281 27.6495
C -22.6653 -28.0582 30.5743
C -22.7235 -29.4984 30.1934
O -23.4609 -29.8125 29.2791
C -21.7322 -30.4940 30.7949
H -22.4016 -27.9165 31.6224
H -23.6302 -27.5639 30.4615
H -21.9560 -27.6597 29.8489
H -22.0819 -31.5257 30.7565
H -21.4869 -30.3343 31.8449
H -20.7885 -30.2609 30.3018
C -25.6021 -33.4792 30.2164
C -26.2270 -33.1587 28.8343
O -25.4677 -32.9445 27.8915
C -27.7208 -33.0102 28.6708
H -26.2861 -33.2699 31.0388
H -24.7404 -32.8246 30.3471
H -25.2373 -34.5056 30.2572
H -27.9724 -34.0548 28.8545
H -28.0231 -32.8089 27.6431
H -28.1412 -32.2864 29.3689
C -22.8378 -26.8844 34.0902
C -22.3127 -28.2161 34.6701
O -22.5581 -29.2790 34.0495
C -21.4543 -28.1328 35.9165
H -22.1038 -26.1766 33.7051
H -23.3259 -26.4138 34.9436
H -23.5545 -26.9333 33.2704
H -21.0662 -29.1415 36.0576
H -22.1032 -27.6949 36.6749
H -20.6758 -27.3735 35.8424
C -21.8983 -34.5717 30.6115
C -20.8017 -35.4758 29.9861
O -20.0504 -34.9964 29.1989
C -20.3101 -36.7653 30.6595
H -22.4190 -33.8948 29.9343
H -21.5329 -33.8724 31.3635
H -22.7263 -35.1121 31.0702
H -19.6172 -36.7193 31.4996
H -19.7433 -37.3005 29.8977
H -21.1426 -37.3329 31.0753

Computed properties:
LUMO	0.43	eV
orbital gap	9.57	eV
SMILES string	COC(=O)OC.COC(=O)OC.COC(=O)OC.CC(C)=O.CC(C)=O.CC(C)=O.CC(C)=O.CC(C)=O.CC(C)=O.CC(C)=O.CC(C)=O.CC(C)=O
F_max	0.0743	Eh/bohr
relative energy (zero: lowest compared OMol25 entry of this formula, charge and spin)	663.67	kJ/mol

=====

[2]
Entry from the OMol25 dataset: a 9-piece molecular cluster, C36H72O18S9 overall at a distorted geometry (ωB97M-V/def2-TZVPD).

Element x y z (Å)
C -30.3937 -20.2444 -17.3353
C -30.4867 -20.8736 -18.7414
C -29.1092 -20.8279 -19.4194
S -28.5484 -19.1405 -19.0450
O -29.0233 -18.1550 -19.9894
O -27.1291 -19.1655 -18.6703
C -29.5432 -18.9513 -17.5561
H -29.8751 -20.8522 -16.6011
H -31.3275 -19.8446 -16.9469
H -31.2324 -20.3039 -19.2956
H -30.7747 -21.9247 -18.7074
H -29.0636 -20.7346 -20.5046
H -28.3815 -21.4606 -18.9200
H -30.1353 -18.0600 -17.7689
H -28.9484 -18.7014 -16.6779
C -27.8817 -12.0135 -14.7144
C -26.4383 -12.1337 -14.1951
C -26.4632 -12.5494 -12.7433
S -28.0481 -11.9554 -12.0131
O -27.6973 -10.8577 -11.1175
O -28.6502 -13.1442 -11.4385
C -28.7685 -11.4969 -13.6217
H -28.1992 -12.8696 -15.3014
H -27.7869 -11.1793 -15.4164
H -25.8439 -11.2288 -14.3542
H -25.8760 -12.8468 -14.8034
H -25.6576 -12.2761 -12.0702
H -26.6259 -13.6298 -12.7428
H -28.7023 -10.4087 -13.5282
H -29.8303 -11.7329 -13.6056
C -29.4699 -15.6043 -7.4491
C -28.7915 -16.8703 -6.9448
C -27.3059 -16.4270 -7.0101
S -27.2481 -14.6703 -6.3967
O -26.5021 -13.9694 -7.4147
O -26.9081 -14.5502 -4.9875
C -29.0346 -14.4337 -6.6182
H -30.5534 -15.4907 -7.5847
H -29.2244 -15.4260 -8.5060
H -28.9824 -17.8506 -7.3748
H -28.9926 -17.0319 -5.8788
H -27.0397 -16.2704 -8.0559
H -26.5367 -17.0059 -6.5062
H -29.2280 -13.4241 -6.9715
H -29.4826 -14.5358 -5.6267
C -33.4212 -15.0171 -18.5268
C -32.5943 -15.0450 -17.1861
C -32.1575 -16.4515 -16.8326
S -33.3236 -17.4931 -17.8248
O -34.0404 -18.4760 -17.0890
O -32.4808 -17.8379 -18.9559
C -34.3987 -16.0946 -18.1993
H -32.7142 -15.2443 -19.3204
H -33.8375 -14.0166 -18.6134
H -33.0745 -14.4495 -16.4043
H -31.6875 -14.4264 -17.2548
H -31.9639 -16.6620 -15.7828
H -31.2280 -16.7758 -17.2995
H -34.9299 -15.9307 -17.2609
H -35.1184 -16.5372 -18.8944
C -22.1667 -17.4884 -13.0674
C -22.7078 -16.0367 -13.0895
C -24.2220 -16.1658 -13.2583
S -24.7333 -17.6499 -12.4229
O -25.2013 -18.5673 -13.4557
O -25.4143 -17.3564 -11.1755
C -23.0848 -18.1983 -12.0707
H -21.1708 -17.6187 -12.6394
H -22.1330 -17.9614 -14.0474
H -22.3717 -15.4728 -13.9576
H -22.5987 -15.5199 -12.1382
H -24.6649 -16.2794 -14.2501
H -24.7047 -15.2642 -12.8757
H -23.1183 -19.2826 -11.9994
H -22.9750 -17.7485 -11.0783
C -35.0362 -15.7364 -6.9274
C -33.8036 -16.4307 -7.5104
C -33.8866 -16.4316 -9.0287
S -34.7726 -14.8952 -9.4662
O -36.0049 -15.2726 -10.1539
O -33.8639 -13.9113 -10.0480
C -35.2294 -14.4482 -7.7494
H -35.0043 -15.4245 -5.8873
H -35.9102 -16.3546 -7.1406
H -33.8877 -17.4482 -7.1181
H -32.8358 -16.0837 -7.1484
H -34.4638 -17.2752 -9.3994
H -32.9304 -16.3858 -9.5455
H -36.1980 -13.9624 -7.8198
H -34.4737 -13.7208 -7.4448
C -30.1526 -17.0465 -11.6777
C -29.4456 -18.3352 -11.9989
C -28.4384 -18.0138 -13.0991
S -28.9190 -16.4877 -13.9915
O -29.4519 -16.8782 -15.2873
O -27.8999 -15.4632 -13.9091
C -30.3268 -16.0878 -12.8411
H -29.6118 -16.4587 -10.9229
H -31.0883 -17.2212 -11.1358
H -30.1289 -19.1588 -12.2027
H -28.8386 -18.6497 -11.1483
H -28.1194 -18.8310 -13.7392
H -27.5792 -17.5596 -12.5985
H -31.1675 -16.3739 -13.4950
H -30.6944 -15.0733 -12.6893
C -26.2044 -20.5038 -8.1748
C -26.8633 -20.0772 -9.4865
C -26.7827 -21.1668 -10.5460
S -25.1470 -21.9210 -10.1504
O -24.1986 -21.1624 -10.9255
O -25.2737 -23.3669 -10.2199
C -25.0310 -21.4502 -8.3936
H -26.9970 -21.0991 -7.7109
H -25.8933 -19.6274 -7.6154
H -26.1638 -19.3335 -9.8873
H -27.8514 -19.6454 -9.3583
H -26.7345 -20.8938 -11.6020
H -27.5990 -21.8929 -10.5402
H -24.0519 -21.0233 -8.1642
H -24.9555 -22.3712 -7.8163
C -24.6429 -21.3144 -15.3258
C -24.8049 -22.2516 -14.1293
C -26.0975 -23.0042 -14.2797
S -27.2478 -21.7881 -15.0811
O -28.0118 -21.0861 -14.0604
O -27.9463 -22.4555 -16.1503
C -25.9542 -20.6513 -15.6894
H -24.2925 -21.8584 -16.2151
H -23.7960 -20.6543 -15.1370
H -24.8857 -21.5648 -13.2730
H -23.8727 -22.7684 -13.9108
H -26.6151 -23.5097 -13.4707
H -25.7906 -23.7476 -15.0256
H -26.0516 -19.7477 -15.0769
H -26.2696 -20.2542 -16.6566

Computed properties:
LUMO	0.04	eV
orbital gap	9.57	eV
SMILES string	O=S1(=O)CCCC1.O=S1(=O)CCCC1.O=S1(=O)CCCC1.O=S1(=O)CCCC1.O=S1(=O)CCCC1.O=S1(=O)CCCC1.O=S1(=O)CCCC1.O=S1(=O)CCCC1.O=S1(=O)CCCC1
F_max	0.0610	Eh/bohr
relative energy (zero: lowest compared OMol25 entry of this formula, charge and spin)	242.63	kJ/mol

=====

[3]
Entry from the OMol25 dataset: a 9-piece molecular cluster, C36H72O27 overall at a distorted geometry (ωB97M-V/def2-TZVPD).

Element x y z (Å)
C -21.3027 19.1287 -6.1367
C -22.1683 18.6739 -7.2862
O -21.2667 18.4491 -8.3812
C -21.6127 17.5501 -9.2997
O -22.6839 16.9984 -9.3865
O -20.5585 17.3666 -10.0676
C -20.5939 16.3858 -11.1067
H -20.4418 18.4768 -5.9957
H -21.8680 19.0612 -5.2020
H -20.9893 20.1637 -6.2670
H -22.9134 19.4244 -7.5464
H -22.6685 17.7341 -7.0520
H -21.3030 16.6629 -11.8795
H -20.8682 15.4199 -10.6751
H -19.5606 16.3065 -11.4267
C -17.5454 21.5752 -5.6822
C -17.9106 20.4033 -4.7986
O -16.7562 19.7259 -4.3059
C -16.2750 18.7135 -5.0107
O -16.5673 18.4110 -6.1404
O -15.3547 18.1020 -4.2725
C -14.6188 17.0815 -4.9426
H -18.4640 22.1667 -5.7963
H -17.3831 21.2326 -6.7057
H -16.7476 22.2005 -5.2996
H -18.5518 19.7119 -5.3480
H -18.4930 20.7062 -3.9292
H -15.2054 16.1753 -5.0820
H -13.7236 16.9036 -4.3552
H -14.2924 17.4191 -5.9302
C -18.1884 16.1033 -7.6303
C -17.0338 16.2714 -8.6053
O -16.4060 14.9750 -8.7962
C -15.1124 14.9931 -9.0836
O -14.3965 15.9616 -9.1226
O -14.7216 13.7343 -9.3011
C -13.4323 13.5454 -9.8651
H -18.8281 15.3550 -8.1066
H -18.7010 17.0688 -7.6303
H -17.9601 15.8079 -6.6125
H -16.3229 16.9760 -8.1836
H -17.4032 16.5603 -9.5828
H -12.7930 12.9500 -9.2185
H -12.9356 14.5015 -10.0149
H -13.5542 13.0584 -10.8274
C -19.9493 10.9223 -3.3557
C -18.5455 11.4301 -3.5475
O -18.5447 12.6269 -4.3399
C -18.7897 13.7553 -3.6790
O -18.8332 13.9017 -2.4886
O -18.9702 14.7209 -4.5769
C -19.2414 16.0125 -4.0083
H -20.3207 10.5853 -4.3234
H -20.6242 11.6812 -2.9647
H -19.9472 10.0759 -2.6671
H -17.9422 10.7065 -4.0955
H -17.9928 11.6008 -2.6216
H -18.2992 16.3475 -3.5711
H -20.0946 15.9911 -3.3409
H -19.4414 16.6949 -4.8336
C -7.8519 12.9286 -12.7577
C -8.0468 12.2875 -11.4052
O -9.2024 12.8020 -10.7449
C -9.1064 13.9855 -10.1730
O -8.1254 14.6846 -10.1259
O -10.3134 14.3068 -9.6979
C -10.3909 15.5410 -8.9712
H -8.7352 12.7617 -13.3763
H -6.9821 12.5240 -13.2781
H -7.6765 14.0021 -12.6798
H -7.1747 12.4130 -10.7564
H -8.1763 11.2105 -11.4983
H -9.5327 15.6649 -8.3087
H -11.2624 15.4530 -8.3283
H -10.4368 16.3837 -9.6557
C -14.2195 20.2799 -7.8263
C -15.2627 20.1604 -8.9123
O -14.6099 19.8121 -10.1352
C -15.1604 18.8485 -10.8758
O -16.2766 18.4159 -10.7555
O -14.2724 18.4625 -11.7809
C -14.6217 17.2866 -12.5153
H -13.4138 20.9871 -8.0282
H -13.7025 19.3131 -7.7468
H -14.6663 20.4785 -6.8554
H -15.7640 21.1191 -9.0815
H -16.0150 19.4401 -8.5975
H -14.6662 16.4271 -11.8484
H -13.8375 17.1509 -13.2488
H -15.5943 17.3918 -12.9958
C -13.2109 10.8351 -15.0245
C -13.3645 12.0406 -14.1265
O -12.1064 12.7074 -14.0798
C -12.0875 13.8762 -13.4560
O -13.0260 14.3905 -12.8931
O -10.8634 14.3747 -13.5418
C -10.6726 15.6265 -12.8696
H -12.4842 10.1412 -14.5972
H -12.8420 11.1058 -16.0139
H -14.1639 10.3195 -15.1307
H -13.6298 11.7292 -13.1142
H -14.1446 12.7068 -14.4972
H -9.6398 15.9071 -13.0438
H -10.8924 15.4899 -11.8129
H -11.3179 16.3931 -13.2950
C -21.3596 14.3817 -7.0791
C -22.7817 14.5158 -6.5708
O -22.7977 15.2562 -5.3349
C -22.5963 14.5766 -4.2240
O -22.4643 13.3803 -4.1165
O -22.5448 15.4134 -3.1936
C -22.2829 14.8631 -1.9056
H -20.6208 14.2387 -6.2911
H -21.1027 15.3425 -7.5308
H -21.2893 13.5427 -7.7684
H -23.2630 13.5483 -6.4279
H -23.3951 15.0869 -7.2637
H -22.2015 15.7033 -1.2272
H -21.3666 14.2745 -1.9372
H -23.1075 14.2143 -1.6110
C -10.6262 12.7615 -6.2914
C -10.6114 11.6667 -7.3287
O -9.2500 11.2695 -7.5068
C -9.0330 10.3909 -8.4833
O -9.8377 9.9987 -9.2788
O -7.7515 10.0188 -8.4232
C -7.4657 8.7688 -9.0683
H -11.6403 13.0522 -6.0334
H -10.0908 13.6268 -6.6918
H -10.0528 12.4613 -5.4143
H -10.9850 11.9975 -8.2958
H -11.2103 10.8141 -6.9999
H -7.9794 8.6944 -10.0259
H -7.8208 7.9344 -8.4622
H -6.3901 8.7561 -9.1992

Computed properties:
LUMO	0.51	eV
orbital gap	10.96	eV
SMILES string	CCOC(=O)OC.CCOC(=O)OC.CCOC(=O)OC.CCOC(=O)OC.CCOC(=O)OC.CCOC(=O)OC.CCOC(=O)OC.CCOC(=O)OC.CCOC(=O)OC
F_max	0.0268	Eh/bohr
relative energy (zero: lowest compared OMol25 entry of this formula, charge and spin)	1.42	kJ/mol